[1]
The following is a DFT calculation (ωB97M-V/def2-TZVPD) of a molecular structure, C24H38N4PdS3SeSi2 in a non-equilibrium geometry.

Positions of all 73 atoms, in Å:
1 H 3.39 -3.30 -1.43
2 H 0.60 -5.17 -0.16
3 H 0.21 3.41 1.50
4 H 1.65 3.69 -2.77
5 H -1.99 3.53 -1.64
6 C 2.82 -2.40 -1.28
7 H -3.55 1.43 -3.37
8 H -3.37 4.07 -0.71
9 Si 0.98 -2.92 -1.27
10 H 2.72 3.80 -1.36
11 C 0.62 -3.55 -3.03
12 S 0.49 3.10 -0.80
13 S 2.77 0.74 -0.75
14 H -4.71 -0.68 -0.81
15 H 4.86 1.91 -0.80
16 N -1.14 0.38 4.13
17 H 5.13 2.34 1.73
18 H 2.79 -2.70 2.74
19 N -0.25 -1.70 -0.91
20 H -5.23 2.51 0.62
21 H 4.88 0.51 0.28
22 H -0.36 -4.01 -3.14
23 C -0.11 -0.41 3.89
24 H 1.78 1.26 -2.81
25 C -2.59 -1.00 -0.83
26 H 3.45 1.89 -2.75
27 C -3.94 -1.42 -0.88
28 C -4.30 -2.74 -1.00
29 C 1.97 3.18 -1.86
30 Se -1.59 1.25 2.71
31 C 1.56 -2.05 4.38
32 C 4.32 1.40 0.00
33 H 1.73 -1.18 1.07
34 H -4.11 1.56 1.57
35 C 4.18 2.31 1.21
36 N -0.30 0.50 1.75
37 H -4.93 0.61 -2.67
38 C -2.59 3.31 -0.76
39 H -1.97 3.42 0.13
40 H -5.35 -3.02 -1.03
41 H -3.58 -4.77 -1.17
42 C 0.87 -4.18 0.19
43 H 0.66 -2.73 -3.75
44 H 1.52 2.24 1.23
45 H 3.42 1.96 1.92
46 C 0.37 -0.36 2.53
47 C -4.64 1.60 0.63
48 H 1.83 5.25 0.67
49 S 3.85 4.05 0.75
50 Si -3.43 1.61 -0.87
51 H 2.09 4.56 2.28
52 Pd -0.01 0.47 -0.47
53 N -2.27 0.29 -0.75
54 H 1.36 -4.28 -3.33
55 H -4.90 2.36 -2.74
56 H 3.17 -1.96 -0.35
57 H 3.06 -1.72 -2.09
58 C 0.52 -1.27 4.81
59 H 0.15 -3.87 0.94
60 C -4.29 1.48 -2.58
61 H -1.25 -4.14 -1.03
62 H 2.05 -2.71 5.08
63 C -3.32 -3.72 -1.07
64 C 2.51 1.81 -2.21
65 C 1.99 -2.03 3.04
66 H 1.84 -4.29 0.68
67 H 0.16 -1.30 5.83
68 C 1.13 3.22 0.93
69 C -1.99 -3.36 -1.02
70 C -1.55 -2.02 -0.92
71 C 1.42 -1.19 2.12
72 H -5.35 0.77 0.62
73 C 2.10 4.34 1.21

Summary:
LUMO level   -8.4 eV
ΔE to the lowest compared entry with this formula, charge and spin   60.6 kcal/mol
Charge   +2
Gap between HOMO and LUMO   5.407 eV
E_HOMO   -13.8 eV
M   720.3 g mol⁻¹
Largest force on an atom   3.5 eV/A

Let us look at the Mulliken charges, expressed in e, one per atom:
1 H 0.524
2 H 0.509
3 H 0.462
4 H 0.515
5 H 0.262
6 C -1.205
7 H 0.360
8 H 0.514
9 Si 0.283
10 H 0.099
11 C -1.248
12 S -0.041
13 S 0.447
14 H 0.237
15 H 0.521
16 N -0.757
17 H 0.481
18 H 0.504
19 N 0.262
20 H 0.390
21 H 0.480
22 H 0.417
23 C 0.529
24 H 0.297
25 C 1.327
26 H 0.625
27 C -0.473
28 C -1.063
29 C -0.551
30 Se 0.334
31 C -0.718
32 C -1.121
33 H -0.023
34 H 0.194
35 C -0.624
36 N -0.105
37 H 0.386
38 C -1.097
39 H 0.186
40 H 0.467
41 H 0.473
42 C -1.326
43 H 0.330
44 H -0.612
45 H 0.284
46 C 0.876
47 C -0.895
48 H 0.435
49 S -0.143
50 Si -0.276
51 H 0.521
52 Pd -0.029
53 N 0.503
54 H 0.395
55 H 0.390
56 H 0.295
57 H 0.336
58 C -0.695
59 H 0.409
60 C -1.113
61 H 0.370
62 H 0.441
63 C -0.976
64 C -0.958
65 C -0.911
66 H 0.456
67 H 0.507
68 C 0.581
69 C -0.566
70 C 0.734
71 C 0.262
72 H 0.394
73 C -1.078

=====

[2]
The following is a DFT calculation (ωB97M-V/def2-TZVPD) of a molecular structure, C24H39As3F5NO9P2W.

Positions of all 84 atoms, in Å:
1 O 1.87 -0.31 -3.01
2 H -0.57 -5.83 1.76
3 C 2.27 -2.74 3.43
4 H -3.86 3.90 -0.19
5 O 0.98 -1.80 1.72
6 H -1.07 -0.53 -3.67
7 H -1.21 1.05 4.21
8 C 0.38 2.23 -2.68
9 C -2.85 0.08 1.99
10 H -2.55 -0.41 -2.70
11 H -3.77 2.75 1.14
12 H 2.17 0.28 -3.72
13 H -0.23 -0.39 3.87
14 N -1.58 -3.21 0.00
15 C -2.95 4.70 -2.90
16 H -0.16 3.16 -2.80
17 C -1.86 3.10 0.16
18 C -2.12 2.03 -0.92
19 C -3.24 3.57 0.65
20 H -3.33 -0.14 1.04
21 C -0.43 0.64 3.58
22 H -0.87 4.97 0.48
23 H 5.41 -3.15 -1.63
24 F 2.28 0.63 2.18
25 H -3.33 5.46 -3.57
26 C 2.60 -0.46 2.89
27 O 4.02 0.73 -2.14
28 C -2.54 -5.16 -0.90
29 H 2.69 -2.05 -3.68
30 H -3.79 4.30 -2.33
31 H -0.31 -3.35 1.61
32 H -2.51 3.91 -3.51
33 H 1.33 2.41 -2.17
34 O 3.10 -3.25 0.52
35 H -3.42 0.82 2.55
36 C -1.05 4.30 -0.37
37 C 3.59 -2.02 -1.94
38 H -2.30 7.11 0.11
39 H -3.18 -5.61 -1.65
40 As -1.58 5.59 -1.79
41 P 2.53 -3.10 -0.94
42 W 0.34 -0.78 0.05
43 H -2.83 1.29 -0.53
44 H -0.02 2.83 1.32
45 As -1.02 0.66 1.74
46 H 2.89 -4.51 -2.49
47 H -2.81 -0.85 2.57
48 C -1.09 -5.28 0.99
49 H -3.71 6.17 -0.44
50 P 3.00 -0.26 -1.82
51 O 2.72 -4.55 -1.53
52 F 4.84 -1.39 5.58
53 C -0.94 -3.91 0.94
54 C -1.08 2.57 1.40
55 As -0.69 0.94 -1.69
56 C 3.24 -2.66 4.41
57 C 5.06 -2.12 -1.57
58 C -2.82 6.71 -0.76
59 H 3.73 -3.98 0.65
60 H -2.82 -3.12 -1.63
61 H -2.03 -7.00 0.09
62 C -1.72 0.15 -3.13
63 C -1.90 -5.92 0.06
64 C 3.58 -0.36 3.86
65 F 4.19 0.80 4.07
66 H 5.22 -1.75 -0.56
67 O 2.24 -0.16 -0.50
68 H -3.15 4.39 1.35
69 H -0.06 3.94 -0.66
70 H -1.46 3.05 2.30
71 C 1.92 -1.65 2.64
72 H 0.48 1.22 3.68
73 C 3.90 -1.47 4.63
74 H 0.58 1.82 -3.67
75 O 1.11 -2.63 -0.94
76 O -1.49 -1.87 -0.06
77 O 3.40 -2.55 -3.27
78 C -2.36 -3.80 -0.92
79 H -3.12 7.55 -1.39
80 F 1.65 -3.92 3.23
81 F 3.55 -3.73 5.14
82 H -2.11 0.92 -3.80
83 H -2.61 2.51 -1.77
84 H 5.64 -1.50 -2.25

Summary:
Expectation value of S²   3.765
LUMO level (spin up / spin down)   -2.8 / -2.9 eV
ΔE to the lowest compared entry with this formula, charge and spin   7.2 kcal/mol
Charge   +1
Gap between HOMO and LUMO (spin up / spin down)   7.085 / 7.775 eV
E_HOMO (spin up / spin down)   -9.9 / -10.7 eV
M   1051.1 g mol⁻¹
Multiplicity   4
Largest force on an atom   0.4 eV/A

Let us look at the Mulliken charges, expressed in e, one per atom:
1 O -0.659
2 H 0.552
3 C -0.037
4 H 0.339
5 O 0.916
6 H 0.349
7 H 0.587
8 C -1.506
9 C -1.546
10 H 0.317
11 H 0.316
12 H 0.268
13 H 0.361
14 N 0.023
15 C -0.995
16 H 0.366
17 C 3.214
18 C -2.312
19 C -1.899
20 H 0.309
21 C -1.325
22 H 0.675
23 H 0.402
24 F -0.323
25 H 0.427
26 C -0.510
27 O -0.833
28 C -0.695
29 H 0.440
30 H 0.282
31 H 0.652
32 H 0.228
33 H 0.357
34 O -0.425
35 H 0.472
36 C -2.233
37 C 1.075
38 H 0.338
39 H 0.442
40 As 0.363
41 P 0.778
42 W 1.265
43 H 0.216
44 H 0.520
45 As 1.096
46 H 0.430
47 H 0.505
48 C -1.070
49 H 0.332
50 P 1.039
51 O -0.604
52 F -0.300
53 C -0.230
54 C -1.840
55 As 1.418
56 C 0.243
57 C -1.786
58 C -1.154
59 H 0.280
60 H 0.456
61 H 0.437
62 C -1.334
63 C -0.279
64 C 0.118
65 F -0.302
66 H 0.364
67 O -0.783
68 H 0.496
69 H 0.360
70 H 0.518
71 C 0.235
72 H 0.342
73 C 0.634
74 H 0.519
75 O -0.911
76 O -0.040
77 O -0.636
78 C -0.311
79 H 0.395
80 F -0.342
81 F -0.304
82 H 0.426
83 H 0.619
84 H 0.412

=====

[3]
The following is a DFT calculation (ωB97M-V/def2-TZVPD) of 2 unconnected molecules or ions with the total composition C24H39BCl2N2O16P2S2 in a non-equilibrium geometry.

Positions of all 88 atoms, in Å:
1 O -0.97 1.00 3.28
2 Cl 2.61 1.13 -2.48
3 H -2.44 -0.49 -0.43
4 H -1.16 4.30 -2.97
5 C -0.93 4.64 -1.90
6 O -0.87 -3.14 1.73
7 C 0.89 -0.86 -1.10
8 O 1.01 2.47 1.72
9 P 0.23 -1.85 3.77
10 H 1.45 2.72 2.58
11 H 3.42 -0.24 -4.82
12 C 2.49 6.50 3.31
13 C -0.73 -0.67 1.12
14 O -0.54 1.16 -0.33
15 H -0.27 -1.72 -4.36
16 H 0.30 -2.96 -3.18
17 C 0.67 -5.03 2.64
18 C 1.38 8.17 1.94
19 N -2.68 1.28 1.64
20 H 0.43 -6.06 3.05
21 H 3.13 -0.69 -1.00
22 H -1.13 -0.69 5.20
23 O -4.42 -1.50 0.70
24 C 2.55 -0.89 -4.45
25 O -0.59 5.01 1.87
26 C -3.27 -1.65 1.17
27 H -1.87 -4.37 -1.72
28 O 1.31 -0.55 4.15
29 C -0.12 -0.81 -2.34
30 H -2.57 2.26 1.92
31 O 1.49 4.44 3.69
32 H 1.32 -4.50 3.40
33 H 3.28 6.13 3.95
34 H -0.78 3.85 0.21
35 H -3.21 -2.07 2.23
36 C -1.09 3.48 -0.83
37 O 0.34 -5.48 -3.42
38 B -1.46 0.49 2.01
39 O 1.20 -2.25 1.34
40 H 0.05 5.21 -1.84
41 O 1.23 9.30 1.46
42 C 0.29 5.88 2.13
43 C -0.75 -4.25 2.58
44 N -1.31 -1.55 4.64
45 H 2.56 -1.80 -5.17
46 H -1.68 -2.13 -0.41
47 O -1.10 -4.92 -5.36
48 H -0.10 2.05 -2.24
49 C -0.38 -2.06 -3.26
50 C -1.91 -2.61 -3.21
51 H -1.34 -2.31 5.34
52 H -1.25 -4.21 3.62
53 Cl 3.46 1.40 0.68
54 H -1.75 5.41 -1.65
55 C -2.00 -1.27 0.29
56 H -1.41 -5.06 2.08
57 C -0.14 -1.93 1.88
58 C 2.75 -1.49 -2.99
59 H 1.15 -5.11 1.61
60 C -2.03 -4.14 -2.83
61 C 2.30 -0.51 -1.76
62 C -0.09 2.23 -1.11
63 H -0.41 7.51 0.96
64 S 1.18 -2.51 -0.31
65 H -2.85 1.30 0.63
66 C 2.57 7.77 2.81
67 H 0.21 0.05 -3.03
68 O 2.59 -3.07 -0.47
69 H -2.40 -2.48 -4.23
70 C 0.33 0.09 0.07
71 C 0.36 7.16 1.64
72 O -1.81 -6.80 -3.72
73 H 1.57 -0.36 -4.65
74 S -1.07 -5.29 -3.92
75 H 2.16 -0.92 4.43
76 H -2.56 -2.03 -2.48
77 P 1.54 0.86 1.35
78 O 0.33 -3.65 -0.79
79 H -2.17 3.14 -0.73
80 H -3.13 -4.43 -3.01
81 H 3.89 -1.63 -2.90
82 H -1.18 -0.45 -2.09
83 H 0.95 2.64 -0.84
84 H -1.34 -7.16 -2.93
85 C 1.42 5.52 3.09
86 H -0.91 1.98 3.25
87 O 3.49 8.61 3.00
88 H 2.33 -2.53 -2.91

Summary:
LUMO level   2.8 eV
Charge   -2
Gap between HOMO and LUMO   3.375 eV
E_HOMO   -0.6 eV
M   819.4 g mol⁻¹
Largest force on an atom   7.8 eV/A

Let us look at the Mulliken charges, expressed in e, one per atom:
1 O -0.552
2 Cl -0.097
3 H 0.422
4 H 0.332
5 C -1.357
6 O 0.021
7 C 1.105
8 O -0.153
9 P -0.197
10 H 0.308
11 H 0.316
12 C -0.822
13 C 0.262
14 O 0.231
15 H 0.428
16 H -0.143
17 C -0.809
18 C 0.443
19 N -0.565
20 H 0.415
21 H 0.802
22 H 0.277
23 O -0.592
24 C -1.159
25 O -0.829
26 C -0.236
27 H 0.094
28 O -0.409
29 C -0.782
30 H 0.351
31 O -0.897
32 H 0.227
33 H 0.336
34 H -0.299
35 H 0.368
36 C 0.444
37 O -0.597
38 B 0.924
39 O -0.529
40 H 0.291
41 O -0.732
42 C 0.452
43 C -0.449
44 N -0.638
45 H 0.338
46 H 0.095
47 O -0.657
48 H 0.078
49 C -0.606
50 C -0.730
51 H 0.303
52 H 0.234
53 Cl -0.317
54 H 0.367
55 C -0.609
56 H 0.396
57 C -0.442
58 C -0.491
59 H 0.130
60 C -0.443
61 C -0.075
62 C -0.322
63 H 0.350
64 S 1.356
65 H 0.228
66 C 0.312
67 H 0.588
68 O -0.795
69 H 0.408
70 C -1.243
71 C -0.729
72 O -0.525
73 H 0.252
74 S 1.163
75 H 0.300
76 H 0.357
77 P 0.467
78 O -0.362
79 H 0.169
80 H 0.533
81 H 0.427
82 H 0.354
83 H 0.253
84 H 0.368
85 C 0.862
86 H 0.233
87 O -0.808
88 H 0.226

=====

Among the records above, which one has the highest charge?
C24H38N4PdS3SeSi2

=====

The highest largest force on an atom belongs to which entry?
C24H39BCl2N2O16P2S2